Molecular formula: C31H55NO2PY
Method: DFT, the ωB97M-V functional and the def2-TZVPD basis

As for the largest force on an atom: 0.074 hartree/bohr. The calculation puts the HOMO energy at -0.24134 hartree. The HOMO-LUMO gap comes out at 6.9656 eV.

Last column: Löwdin charge in e.
Element x y z (Å)
O -2.353441 2.172625 0.424698  -0.267
C -2.621847 2.664741 -0.988075  -0.082
C -3.873591 3.417093 -0.592240  -0.067
H -2.774471 1.797531 -1.642307  0.110
H -1.793960 3.306911 -1.301247  0.101
C -3.588926 2.943431 0.839309  -0.504
H -4.810627 3.017919 -0.990659  0.120
H -3.796204 4.496952 -0.739518  0.124
C -4.669485 2.015136 1.342326  -0.021
H -4.788527 1.153592 0.669581  0.095
H -5.618760 2.563344 1.360585  0.101
H -4.451289 1.682982 2.358008  0.072
C -3.275089 4.035339 1.831442  -0.010
H -2.568257 4.752258 1.417122  0.061
H -2.861641 3.621423 2.753850  0.068
H -4.205510 4.558234 2.076535  0.104
Y -0.453572 1.283577 1.110278  1.367
C 1.483494 2.803013 1.729053  -0.225
C 1.579560 2.769852 0.302424  -0.212
C 0.547803 3.586937 -0.233850  -0.181
H 2.334095 2.260081 -0.283718  0.062
C -0.155786 4.166375 0.855037  -0.182
C 0.371195 3.635534 2.066465  -0.199
H 0.050879 3.876495 3.076766  0.097
H 2.175595 2.347773 2.432789  0.096
H 0.371777 3.767902 -1.293736  0.093
H -0.877953 4.975958 0.777255  0.086
C -0.167611 -0.147454 3.322655  -0.190
C -0.657487 1.128068 3.742466  -0.183
C -1.994559 1.238344 3.276037  -0.213
H -0.143609 1.821273 4.405440  0.106
C -2.318602 0.065181 2.518610  -0.197
C -1.189655 -0.798410 2.559919  -0.191
H -1.141689 -1.798052 2.122841  0.083
H 0.769211 -0.595226 3.643806  0.079
H -2.692530 2.004927 3.595626  0.080
H -3.286496 -0.188675 2.072086  0.095
O -2.417663 -1.598554 -2.476848  -0.153
C -3.753086 -1.078439 -2.351106  -0.192
C -4.254788 -0.614418 -3.737580  -0.158
H -3.704215 -0.238473 -1.635612  0.093
H -4.440480 -1.837945 -1.932496  0.120
C -3.237501 -1.180184 -4.740046  -0.160
H -4.220046 0.481101 -3.792019  0.102
H -5.275368 -0.958199 -3.909698  0.106
C -2.019665 -1.477335 -3.860245  -0.207
H -2.982439 -0.461350 -5.520723  0.108
H -3.600109 -2.103670 -5.210409  0.111
H -1.296785 -0.637553 -3.940785  0.119
H -1.491289 -2.395547 -4.153698  0.114
C 1.969642 -2.666227 2.476128  -0.097
C 2.906683 -1.745666 1.687787  -0.577
C 3.140772 -0.465437 2.506628  -0.106
C 4.253547 -2.477092 1.537563  -0.090
P 2.042831 -1.262492 0.048773  0.886
N 0.899939 -0.189159 0.322649  -0.356
C 3.365961 -0.557410 -1.093477  -0.598
C 4.281160 -1.642400 -1.685650  -0.090
C 2.657880 0.207374 -2.226699  -0.101
C 4.284866 0.422500 -0.349915  -0.093
C 1.290123 -2.788745 -0.792950  -0.597
C 2.174979 -4.034558 -0.634322  -0.086
C -0.090322 -3.070790 -0.191227  -0.102
C 1.032475 -2.507443 -2.277905  -0.099
H 2.317930 -2.695483 3.518019  0.091
H 1.970215 -3.697964 2.112676  0.066
H 0.946593 -2.289591 2.481755  0.039
H 3.220714 -0.732526 3.567669  0.087
H 4.065820 0.054455 2.238125  0.071
H 2.303595 0.232485 2.398890  0.024
H 4.175696 -3.408194 0.964162  0.065
H 5.053833 -1.861036 1.115848  0.058
H 4.572757 -2.753475 2.554707  0.091
H 3.774017 -2.350731 -2.344114  0.057
H 5.045742 -1.123553 -2.283320  0.092
H 4.809596 -2.203784 -0.908776  0.058
H 1.758204 0.712022 -1.862233  0.050
H 3.344439 0.967096 -2.622700  0.082
H 2.376180 -0.442788 -3.057867  0.060
H 3.733083 1.132684 0.271308  0.056
H 5.033768 -0.086578 0.265100  0.064
H 4.835731 0.996206 -1.110228  0.089
H 2.225433 -4.377482 0.403505  0.057
H 1.705290 -4.841532 -1.215651  0.088
H 3.195374 -3.909719 -1.012054  0.062
H -0.762460 -2.223270 -0.369188  0.059
H -0.516449 -3.952740 -0.693349  0.091
H -0.050128 -3.290486 0.878013  0.055
H 0.384561 -1.630941 -2.392692  0.067
H 1.934760 -2.390041 -2.881938  0.056
H 0.476168 -3.357903 -2.699446  0.088

Force components x, y, z for each atom (eV/Å):
O -2.6 1.5 -2.3
C 0.6 -0.6 0.4
C 0.3 -0.1 0.2
H 0.2 0.3 0.1
H -0.1 -0.4 0.0
C -0.4 -0.1 0.4
H 0.2 0.2 0.0
H -0.2 -0.2 0.0
C 0.0 -0.2 0.1
H 0.1 0.2 0.2
H 0.1 0.0 0.0
H -0.1 -0.1 -0.2
C 0.0 0.2 0.1
H -0.2 -0.1 0.1
H 0.0 0.2 -0.3
H 0.0 -0.1 -0.1
Y 1.7 -0.6 0.5
C 0.0 0.5 -0.7
C 0.0 0.6 0.4
C 0.4 -0.2 0.5
H -0.4 0.1 0.2
C 0.4 -0.3 0.4
C 0.4 0.6 -0.6
H 0.1 0.0 -0.3
H -0.3 0.0 -0.2
H 0.1 0.0 0.3
H 0.1 -0.5 0.0
C -0.7 0.1 0.2
C -0.5 -1.1 0.1
C 0.0 -0.4 0.1
H -0.1 -0.2 -0.3
C 0.3 -0.3 0.7
C -0.1 0.4 0.7
H 0.0 0.5 0.1
H -0.3 0.3 -0.3
H 0.2 -0.2 -0.3
H 0.6 0.2 0.2
O -0.9 0.1 -1.1
C -0.1 0.1 0.3
C 0.4 0.3 0.2
H -0.2 -0.3 -0.2
H 0.5 0.1 -0.1
C -0.1 -0.6 0.4
H -0.2 -0.2 0.0
H 0.1 0.2 -0.1
C 0.9 0.3 0.1
H -0.1 -0.1 0.0
H 0.0 0.3 0.1
H -0.2 -0.4 0.1
H -0.2 0.2 0.1
C -0.1 0.0 0.3
C 0.3 -0.2 -0.7
C -0.1 0.2 0.1
C 0.1 -0.2 0.4
P -1.9 1.8 0.5
N 1.0 -1.3 -0.6
C 0.1 -0.7 -0.1
C 0.4 0.2 -0.2
C 0.1 0.2 -0.1
C 0.1 0.2 0.0
C 0.6 -0.1 0.2
C -0.2 -0.4 -0.3
C -0.2 0.0 0.1
C -0.2 -0.1 -0.2
H -0.1 0.0 -0.1
H 0.0 0.2 0.0
H 0.1 -0.1 0.0
H 0.0 0.0 -0.1
H -0.2 -0.2 0.0
H 0.3 -0.2 0.0
H 0.0 0.2 0.1
H -0.3 -0.1 0.1
H 0.0 0.0 -0.2
H 0.1 0.2 0.1
H -0.1 -0.2 0.0
H -0.1 0.1 -0.2
H 0.1 -0.1 0.0
H -0.1 -0.1 0.0
H 0.0 0.1 0.2
H 0.2 -0.2 -0.1
H -0.2 0.1 -0.1
H -0.1 -0.1 0.2
H 0.0 0.1 -0.3
H 0.1 0.0 0.1
H -0.3 0.0 0.1
H 0.2 -0.2 0.1
H 0.1 0.2 0.1
H 0.0 0.1 -0.1
H 0.3 -0.1 0.0
H -0.2 0.0 0.2
H 0.1 0.1 0.1